C57H145N11O15 | ωB97M-V with the def2-TZVPD basis set

Results
- Structure (SMILES): CC1(C)CCCC(C)(C)N1O.COC[C@H](C)N.COC[C@H](C)N.COC[C@H](C)N.COC[C@H](C)N.COC[C@H](C)N.COC[C@H](C)N.COCCNCCOC.COCCNCCOC.COCCNCCOC.COCCNCCOC
- E_LUMO: 0.3 eV
- Energy: -108549.7207 eV
- Kohn-Sham gap: 8.066 eV
- Charge: 0

Atoms and positions in Å:
C1 5.807762 -2.516894 0.222683
C2 6.058562 -1.083914 0.756623
C3 5.382762 -0.093304 -0.230457
O1 6.059392 -0.335184 -1.439157
C4 5.677392 0.504696 -2.503377
N1 5.558172 -1.046994 2.141703
H1 6.378662 -3.305404 0.713023
H2 5.989982 -2.583014 -0.849937
H3 4.767312 -2.816754 0.347733
H4 7.125982 -0.865574 0.788883
H5 5.427922 0.921986 0.163543
H6 4.322542 -0.334024 -0.308417
H7 6.052292 0.202146 -3.481137
H8 6.059052 1.518626 -2.383427
H9 4.603032 0.679666 -2.560337
H10 4.585502 -1.289964 2.264113
H11 5.782912 -0.153944 2.556483
C5 3.251482 3.840956 -2.098147
C6 3.900012 4.034526 -3.474717
C7 3.837062 2.919776 -4.532837
O2 5.162822 2.735136 -5.038417
C8 5.212932 1.836076 -6.133357
N2 3.229942 5.216526 -4.043427
H12 2.186042 3.799666 -2.324527
H13 3.488242 4.686966 -1.452927
H14 3.744572 2.996586 -1.616507
H15 4.952852 4.281726 -3.338577
H16 3.152162 3.165956 -5.344257
H17 3.595502 1.991946 -4.014287
H18 6.232752 1.476086 -6.269327
H19 5.101752 2.221476 -7.146867
H20 4.639052 0.916826 -6.016217
H21 3.664072 5.328926 -4.948407
H22 3.668502 5.928576 -3.477077
C9 -0.195998 -5.064774 -5.317227
C10 -0.044068 -3.540164 -5.146637
C11 -1.115338 -2.649804 -5.845027
O3 -0.941308 -2.653334 -7.221217
C12 -2.182718 -2.111744 -7.873137
N3 0.048302 -3.311064 -3.729597
H23 -1.053858 -5.406504 -4.738087
H24 0.642062 -5.693244 -5.015937
H25 -0.240798 -5.423584 -6.345507
H26 0.909912 -3.281134 -5.605907
H27 -1.293598 -1.669344 -5.403407
H28 -2.008758 -3.233184 -5.622407
H29 -2.078028 -1.882844 -8.933687
H30 -2.553858 -1.186714 -7.431917
H31 -2.944688 -2.879934 -7.741287
H32 0.155312 -2.335214 -3.492147
H33 -0.788518 -3.591184 -3.238317
C13 4.339882 -2.669774 -4.059907
C14 4.435652 -3.846594 -5.089847
C15 5.839632 -4.369134 -5.306047
O4 6.767462 -3.313534 -5.625977
C16 6.607082 -2.691834 -6.852547
N4 3.645822 -4.913884 -4.507107
H34 4.867342 -1.795824 -4.442137
H35 4.727292 -3.047574 -3.113707
H36 3.335492 -2.286164 -3.880657
H37 4.033012 -3.630094 -6.079337
H38 5.878142 -5.282044 -5.900377
H39 6.191332 -4.801994 -4.369537
H40 5.766732 -2.000544 -6.916027
H41 6.623882 -3.482754 -7.602387
H42 7.516652 -2.102624 -6.969277
H43 2.696292 -4.576294 -4.439817
H44 3.631122 -5.615804 -5.233177
C17 1.929782 -3.795224 2.841013
C18 1.749432 -2.306494 2.545533
C19 2.366222 -1.443674 3.658343
O5 1.608352 -1.698994 4.883093
C20 1.712982 -0.547444 5.712723
N5 2.422022 -2.056834 1.294433
H45 2.998332 -4.010324 2.835513
H46 1.416092 -4.382524 2.079893
H47 1.470422 -4.128934 3.771463
H48 0.672052 -2.158644 2.471393
H49 2.358652 -0.383894 3.403563
H50 3.414272 -1.696294 3.819153
H51 1.316762 0.371216 5.280073
H52 2.718152 -0.305444 6.057923
H53 1.161782 -0.692694 6.641803
H54 2.078252 -2.717864 0.612553
H55 1.959412 -1.195144 1.042263
C21 1.553452 0.090466 -2.241467
C22 0.111102 -0.278134 -1.873917
C23 -0.596268 0.456456 -0.570497
O6 0.134732 0.080366 0.593593
C24 -0.011098 1.088656 1.631423
N6 -0.712268 -0.029134 -3.082527
H56 2.162142 -0.165124 -1.374127
H57 1.628622 1.164436 -2.411837
H58 1.919462 -0.412414 -3.136587
H59 0.052462 -1.362114 -1.775667
H60 -1.630268 0.112356 -0.593467
H61 -0.762808 1.532176 -0.627027
H62 0.273272 0.651156 2.588423
H63 -1.077108 1.267776 1.771583
H64 0.576712 1.994066 1.480403
H65 -1.633948 -0.417674 -2.942437
H66 -0.759628 0.969836 -2.941407
C25 -2.583428 -0.292984 7.675843
C26 -3.457458 -0.512804 6.398813
C27 -3.251318 0.701736 5.524873
C28 -3.813328 0.583506 4.105263
C29 -2.945018 -0.536164 3.388233
C30 -3.128138 -1.860844 4.156323
N7 -2.960488 -1.707934 5.625033
O7 -3.042618 -2.825704 6.352713
C31 -4.553598 -2.438484 3.794283
C32 -2.011658 -2.771534 3.598423
C33 -4.943808 -0.633864 6.784473
H67 -2.658358 0.784656 7.821333
H68 -1.588968 -0.708414 7.512843
H69 -2.981708 -0.974994 8.427063
H70 -3.761348 1.596006 5.882983
H71 -2.198418 0.962366 5.417253
H72 -3.758018 1.514286 3.540733
H73 -4.878698 0.360216 4.048483
H74 -1.939118 -0.157154 3.568823
H75 -3.188648 -0.552874 2.325943
H76 -4.609258 -2.612464 2.719703
H77 -4.868048 -3.375944 4.252983
H78 -5.367178 -1.731214 3.955383
H79 -2.187378 -3.835784 3.755213
H80 -1.788938 -2.599314 2.545413
H81 -1.115598 -2.538624 4.173693
H82 -5.142388 0.246126 7.396253
H83 -5.078078 -1.555954 7.350013
H84 -5.525138 -0.799554 5.877443
H85 -2.176678 -3.197174 6.169013
C34 -1.143848 4.274026 4.249413
O8 -0.828528 3.336326 5.223543
C35 0.455952 3.375856 5.726643
C36 0.575202 2.628286 7.032133
N8 2.036062 2.523026 7.382343
C37 2.209052 1.826806 8.638953
C38 3.677302 1.778736 9.065393
O9 3.764962 1.381736 10.429123
C39 5.047682 1.527496 10.945753
H86 -0.639548 3.983306 3.327863
H87 -0.959208 5.310466 4.531873
H88 -2.224278 4.220706 4.115513
H89 0.843652 4.391096 5.810833
H90 1.150812 3.046366 4.954183
H91 0.030552 1.684276 7.049323
H92 0.043302 3.180756 7.806713
H93 2.436962 3.431816 7.565293
H94 1.822172 0.807856 8.625953
H95 1.744312 2.327786 9.488143
H96 4.009072 2.809736 8.942663
H97 4.109102 1.043976 8.385843
H98 5.535122 2.450626 10.632173
H99 5.584392 0.638646 10.614113
H100 4.967602 1.507206 12.032613
C40 -1.278788 3.929496 -2.697967
O10 -0.676288 2.803026 -3.281437
C41 -0.467378 3.111126 -4.693027
C42 0.690522 2.250256 -5.243747
N9 0.188342 0.926856 -5.690347
C43 1.124042 0.006296 -6.265087
C44 1.832212 0.534176 -7.548147
O11 2.557602 -0.566944 -8.139317
C45 3.635172 -0.291924 -9.102347
H101 -2.200618 4.281396 -3.161107
H102 -0.560028 4.740536 -2.580897
H103 -1.509568 3.646456 -1.670967
H104 -0.123788 4.144806 -4.732397
H105 -1.405348 3.021006 -5.240927
H106 1.376142 2.044486 -4.421747
H107 1.107542 2.728436 -6.130047
H108 -0.324238 0.443476 -4.966677
H109 0.352062 -0.681194 -6.610767
H110 1.770472 -0.518034 -5.561307
H111 2.469292 1.405496 -7.396387
H112 1.171922 0.877476 -8.344547
H113 3.183702 0.140656 -9.995167
H114 4.194682 -1.201904 -9.319107
H115 4.336812 0.437636 -8.697927
C46 -1.388658 -5.302344 -1.707827
O12 -2.130748 -4.133984 -2.113327
C47 -2.307418 -3.214294 -1.023487
C48 -3.503108 -2.291914 -1.268937
N10 -3.123788 -1.554944 -2.472847
C49 -4.208028 -0.656094 -2.874137
C50 -4.066338 -0.147464 -4.342847
O13 -4.203878 -1.248274 -5.232367
C51 -5.496648 -1.898774 -5.241367
H116 -1.980468 -5.782164 -0.928317
H117 -0.447598 -4.992414 -1.253447
H118 -1.371798 -6.024564 -2.524037
H119 -1.391278 -2.637214 -0.897967
H120 -2.443098 -3.696804 -0.055567
H121 -3.524628 -1.549124 -0.471497
H122 -4.447218 -2.833944 -1.323347
H123 -2.901188 -2.097614 -3.295077
H124 -4.210508 0.244296 -2.259807
H125 -5.215458 -1.015504 -2.664357
H126 -3.058428 0.219736 -4.536217
H127 -4.732858 0.694046 -4.531817
H128 -5.379448 -2.753954 -5.906967
H129 -6.266138 -1.264114 -5.680907
H130 -5.778068 -2.444914 -4.341007
C52 -8.643198 1.277286 6.227783
O14 -8.608238 2.254536 5.208863
C53 -7.620858 3.269686 5.335773
C54 -7.603328 4.238116 4.140763
N11 -6.537128 5.243896 4.178233
C55 -5.178878 4.784586 3.887743
C56 -5.030308 4.262676 2.431703
O15 -3.756078 3.775856 2.152193
C57 -3.620598 3.345936 0.815393
H131 -9.033318 1.823036 7.086883
H132 -7.701358 0.959646 6.675153
H133 -9.345958 0.445666 6.176333
H134 -6.636468 2.828456 5.491953
H135 -7.878648 3.821866 6.239513
H136 -8.554848 4.756656 4.023173
H137 -7.538718 3.604236 3.256393
H138 -6.651268 5.745436 5.047443
H139 -5.027708 3.956686 4.580433
H140 -4.420298 5.549236 4.054983
H141 -5.443468 5.054226 1.806523
H142 -5.695028 3.412716 2.277383
H143 -2.561858 3.178436 0.617603
H144 -3.870958 4.136526 0.108003
H145 -4.111628 2.394116 0.612843

Atomic forces in eV per Å
0.051 -0.066 -0.308
-1.348 -1.115 0.171
0.470 -1.165 0.807
-0.082 0.626 -0.905
-0.049 1.052 0.094
0.878 0.387 -0.310
0.298 0.305 0.184
0.240 0.087 0.068
-0.178 0.366 0.204
0.028 0.014 -0.092
0.434 0.447 -0.257
-0.286 -0.174 -0.147
0.024 -0.636 0.285
0.389 0.272 0.294
-0.400 -0.575 -0.011
-0.035 0.129 -0.501
-0.282 0.039 0.237
0.878 -0.418 -0.998
-0.227 0.509 -0.281
1.037 -0.347 1.183
-0.165 -0.038 -0.884
1.294 -0.656 -0.217
0.614 0.050 0.120
-0.121 -0.468 0.741
-0.215 0.252 -0.184
-0.702 -0.439 0.131
0.310 -0.398 0.031
-0.112 -0.094 0.149
-0.613 -0.295 -0.309
0.393 0.006 0.767
-1.063 0.813 0.103
-0.537 0.148 0.228
-0.103 0.374 -0.466
-0.479 0.950 -0.096
-0.235 -0.169 -0.663
0.951 0.173 -0.622
-0.509 -2.398 0.824
-1.425 1.621 -1.930
0.930 -0.795 0.756
0.361 0.417 0.698
-0.234 -0.107 -0.223
0.398 0.665 0.812
-0.784 0.534 -0.317
0.293 0.209 -0.026
0.588 0.281 0.082
-0.868 0.121 0.138
0.723 -0.466 0.062
0.324 -0.018 0.531
-0.164 0.019 -0.063
0.195 0.298 -0.362
-0.198 -0.192 -0.191
0.485 -0.221 -1.292
-0.525 0.764 0.762
0.731 0.855 1.442
-0.470 -1.310 1.242
0.872 -0.125 -0.345
0.017 -0.659 -0.320
0.472 -0.076 0.311
0.225 0.294 -0.017
-0.366 -0.547 -0.195
-0.140 0.807 -0.127
-0.055 0.346 -1.212
0.109 0.488 0.435
-0.401 -0.224 -0.098
-0.431 0.297 -0.640
-0.004 0.126 -0.243
-0.343 -0.040 0.239
-0.330 -0.677 0.109
-0.219 0.002 0.337
0.221 -1.591 1.191
-1.023 -0.911 0.389
0.797 1.453 -0.718
-0.245 -0.081 0.850
-0.274 1.106 -0.044
-0.011 -0.266 0.032
0.201 -0.025 -0.316
0.212 0.283 0.225
-0.181 0.556 0.201
-0.327 0.218 -0.052
0.098 -0.287 0.072
-0.138 -0.030 -0.495
0.455 -0.243 -0.359
-0.282 -0.412 -0.118
0.089 -0.279 -0.201
0.370 0.579 -0.945
-0.466 0.333 1.310
-1.034 0.165 -0.345
1.469 -1.689 -1.656
-0.328 1.331 0.522
-0.458 -1.392 0.135
0.747 0.663 1.161
0.433 0.060 -0.142
0.037 0.135 0.033
-0.230 -0.235 0.108
0.182 -0.049 0.975
-0.221 -0.713 0.414
0.916 0.381 -0.426
0.393 -0.215 -0.111
-0.107 0.561 -0.188
-0.093 0.023 -0.424
-0.193 -0.075 0.344
-0.756 0.530 -1.155
-0.962 -1.416 -1.225
0.488 -0.846 -0.683
-0.783 0.980 -1.506
0.812 -1.236 -1.028
-1.357 1.856 2.188
-1.504 -0.977 -0.751
0.751 4.825 -1.638
-0.231 -2.522 0.657
0.217 0.272 -0.593
0.057 -0.334 0.997
1.107 -0.755 -0.147
0.397 -0.250 0.894
0.270 0.701 -0.273
-0.186 0.696 0.591
0.122 -0.038 0.938
0.151 -0.059 0.226
0.483 0.255 0.165
-0.093 -0.328 0.363
0.339 -0.349 -0.451
0.159 -0.607 0.027
0.238 -0.145 -0.248
0.515 0.012 0.365
0.172 0.188 0.323
-0.237 -0.101 -0.094
-0.242 0.056 -0.016
0.302 0.143 -0.145
-0.728 -0.091 -0.174
-0.012 0.128 0.366
-0.335 0.730 0.182
0.166 -0.674 0.626
-0.712 -0.150 -0.324
-1.039 -0.313 1.142
1.057 0.250 -0.797
1.006 0.823 0.467
-1.100 -0.967 -0.014
0.272 -0.377 1.351
-1.265 -0.411 -0.186
-1.219 0.757 -0.933
0.207 -0.784 0.262
0.044 0.435 -0.374
0.580 0.098 0.129
0.093 -0.214 -0.306
-0.402 0.643 0.657
0.296 -1.003 -0.067
0.632 -0.425 -0.472
-0.089 0.409 0.178
-0.292 0.470 -0.482
-0.170 -0.001 -0.314
-0.658 0.180 0.094
0.827 -0.040 -0.104
0.961 0.244 0.067
0.090 0.055 -0.091
0.800 0.172 0.112
0.066 0.033 -0.023
0.211 -0.204 1.590
-0.283 0.811 -1.466
1.438 -0.325 0.560
-1.962 -1.719 0.200
-0.191 2.124 -0.328
-1.207 -0.069 -1.738
0.626 -0.740 -0.601
1.313 -0.263 0.009
-1.555 0.659 1.262
0.025 -0.114 -0.371
0.050 0.295 -0.425
-0.271 -0.081 0.102
-0.089 0.222 -0.062
0.017 -0.233 -0.115
0.496 0.801 -0.069
0.313 0.183 0.344
0.151 0.150 0.351
0.946 -1.020 -0.406
0.642 0.166 0.006
0.536 -0.064 0.487
-0.873 0.031 0.367
0.138 -0.133 -0.283
-0.458 -0.105 0.099
0.069 0.130 0.158
-1.323 0.431 0.733
-0.430 -0.181 0.756
-0.292 -0.306 0.394
2.254 -0.252 -0.986
-1.931 0.994 -0.421
0.324 1.626 -0.558
0.146 -1.318 1.032
-1.083 -0.216 0.000
1.137 -0.576 -0.896
0.021 -0.173 0.275
0.359 -0.317 -0.509
0.575 0.466 -0.126
0.075 0.324 -0.162
-0.127 -0.673 -0.029
-0.223 -0.122 0.270
-0.132 -0.087 -0.095
-0.027 -0.860 0.186
0.450 0.294 0.333
-0.163 -0.649 -0.367
0.117 0.008 0.179
-0.467 -0.156 -0.140
0.185 0.212 -0.482
-0.139 0.160 0.457
-0.061 0.835 0.613
-0.212 1.641 2.315
0.177 -0.861 -1.678
-0.530 -0.040 0.753
-0.047 -0.748 -0.276
-0.704 0.179 -0.794
-0.207 -1.250 0.179
-1.647 -0.266 1.047
0.752 0.619 -0.146
0.967 0.208 -0.026
-0.386 0.113 0.588
0.602 -0.331 -0.968
0.205 0.108 -1.276
0.218 -0.145 -0.078
0.197 0.345 0.347
-0.075 -0.016 0.322
0.224 0.175 -0.184
0.599 0.187 -0.043
0.982 -0.287 -0.043
-0.262 0.170 0.143
0.610 0.287 -0.598
-0.485 -0.089 0.132
0.181 -0.122 0.343
-0.607 -0.040 -0.077
-0.509 0.075 -0.013